1.
{"formula": "C4H12", "method": "ωB97M-V with the def2-TZVPD basis set", "elements": ["H", "H", "H", "H", "H", "H", "C", "H", "C", "H", "H", "H", "H", "C", "H", "C"], "coordinates": [[0.3863, -0.4572, 1.3143], [-1.9519, -1.3518, -2.7328], [-1.8972, 1.0597, -2.9238], [-1.4383, -1.2875, -1.0180], [1.2887, -1.1501, 2.7577], [2.6376, -0.0663, 0.8187], [0.9899, -0.2683, 2.2016], [-0.3432, -0.7857, -2.2898], [2.2691, 0.4568, 1.7041], [0.3903, 0.4004, 2.8189], [3.0244, 0.6102, 2.4755], [-1.2004, 1.2800, -1.3619], [-2.8225, 0.8528, -1.4402], [-1.3822, -0.8034, -1.9944], [1.9530, 1.4498, 1.3937], [-1.8690, 0.6425, -1.9301]], "nbo_charge": [0.2017, 0.2036, 0.2006, 0.2023, 0.2033, 0.2017, -0.6033, 0.2030, -0.6034, 0.1997, 0.2025, 0.1986, 0.2031, -0.6043, 0.1977, -0.6069], "total_energy_ha": -159.577055, "gap_ev": 12.896, "relative_energy_kj_mol": 20.8, "smiles": "CC.CC"}

2.
{"formula": "C8H16BBeF4S4", "method": "ωB97M-V with the def2-TZVPD basis set", "elements": ["H", "H", "H", "C", "H", "H", "F", "F", "C", "C", "F", "S", "S", "C", "H", "H", "C", "H", "C", "C", "Be", "H", "H", "H", "H", "H", "S", "S", "H", "H", "C", "B", "F", "H"], "coordinates": [[-1.9752, 0.8024, 1.5120], [1.1180, -0.1251, 3.0173], [-1.4992, -1.1637, 2.9953], [2.7089, 1.2954, -1.2117], [-2.0009, -2.2650, 1.6934], [3.5733, 1.7508, -0.7296], [-0.9564, -3.8442, -0.3378], [-0.1535, -4.6996, -2.2686], [-1.5582, -1.2918, 1.9143], [1.4940, 2.1935, -1.1154], [1.2548, -4.0005, -0.6399], [-2.3213, -0.4067, -0.5695], [0.0591, 1.3583, -1.9010], [-2.5686, 1.3160, -1.1243], [-1.0246, 2.3280, 0.0271], [0.5217, 0.9031, 1.6920], [-2.3587, -0.1854, 1.2593], [1.2358, 2.4286, -0.0830], [1.0523, -0.0182, 1.9331], [2.4432, -0.0522, 1.3184], [0.0813, -0.7559, -0.8964], [-3.3926, 1.7347, -0.5477], [-1.4975, 3.1437, -1.4785], [-2.8753, 1.2242, -2.1663], [1.6700, 3.1217, -1.6617], [-3.4043, -0.2483, 1.5644], [2.4638, -0.3712, -0.4948], [0.1397, -1.4782, 1.2719], [2.9802, 0.8775, 1.4951], [2.9526, 1.1016, -2.2575], [-1.3259, 2.1740, -1.0095], [0.0522, -4.1532, -1.1189], [0.0943, -1.8140, -1.8172], [3.0175, -0.8804, 1.7357]], "nbo_charge": [0.2161, 0.2475, 0.2532, -0.5387, 0.2646, 0.2512, -0.5114, -0.4747, -0.5388, -0.5190, -0.4952, 0.2156, 0.1870, -0.5407, 0.2151, 0.2077, -0.5288, 0.2180, -0.5283, -0.5423, 1.4370, 0.2524, 0.2509, 0.2559, 0.2506, 0.2517, 0.2178, 0.1958, 0.2461, 0.2555, -0.5172, 1.4703, -0.8799, 0.2551], "charge": 1, "total_energy_ha": -2346.353519, "gap_ev": 9.914}